Entry 1:
The following is a DFT calculation (the ωB97M-V functional and the def2-TZVPD basis) of a cluster of 7 separate species, C19H55N5O10 in total in a non-equilibrium geometry.

gap between HOMO and LUMO	0.3122	Eh
SMILES	COCCNCCOC.COCCNCCOC.COCCNCCOC.NC(N)=O.O.O.O
energy above the lowest of the compared OMol25 structures with the same formula, charge and spin	40.99	kcal/mol
E_HOMO	-8.07	eV
spin multiplicity	1

Geometry (Å):
C 0.498 -0.164 -6.983
O 0.496 -0.836 -5.766
C 0.785 -0.041 -4.628
C 0.165 -0.666 -3.395
N 0.888 -1.827 -2.935
C 0.277 -2.545 -1.819
C 0.769 -3.952 -1.534
O 0.502 -4.803 -2.618
C 0.477 -6.156 -2.256
H 0.202 -0.799 -7.815
H 1.483 0.206 -7.300
H -0.137 0.728 -6.983
H 0.269 0.920 -4.763
H 1.868 0.112 -4.610
H -0.893 -0.840 -3.643
H 0.185 0.062 -2.577
H 0.926 -2.513 -3.688
H -0.822 -2.534 -1.948
H 0.334 -1.885 -0.941
H 0.183 -4.296 -0.676
H 1.839 -3.854 -1.318
H 1.411 -6.521 -1.804
H 0.251 -6.810 -3.091
H -0.237 -6.315 -1.437
C 3.796 8.132 3.654
O 3.086 7.652 2.550
C 3.613 6.436 2.055
C 2.604 5.714 1.191
N 1.531 5.159 2.019
C 0.457 4.569 1.199
C -0.937 4.886 1.708
O -1.201 4.175 2.889
C -2.585 4.034 3.180
H 3.383 9.106 3.925
H 4.877 8.257 3.553
H 3.580 7.515 4.537
H 3.943 5.779 2.872
H 4.538 6.670 1.513
H 3.020 4.978 0.510
H 2.219 6.571 0.613
H 1.031 5.909 2.484
H 0.513 3.475 1.164
H 0.504 4.898 0.152
H -1.609 4.661 0.873
H -0.962 5.956 1.981
H -2.738 3.143 3.790
H -3.136 3.797 2.264
H -2.899 4.952 3.683
C -6.563 -4.316 -0.325
O -5.336 -4.807 0.175
C -4.357 -4.891 -0.880
C -2.995 -4.659 -0.247
N -2.771 -3.271 0.139
C -3.675 -2.608 1.045
C -3.271 -1.170 1.174
O -1.839 -0.971 1.339
C -1.563 0.069 2.269
H -7.323 -4.305 0.450
H -6.911 -4.897 -1.190
H -6.426 -3.322 -0.772
H -4.542 -4.145 -1.657
H -4.512 -5.881 -1.317
H -2.257 -4.820 -1.041
H -2.687 -5.329 0.561
H -1.900 -2.768 0.162
H -3.949 -3.070 2.008
H -4.705 -2.569 0.664
H -3.875 -0.599 1.892
H -3.433 -0.496 0.320
H -2.022 -0.265 3.208
H -1.914 1.089 2.101
H -0.498 0.006 2.475
C 2.807 -2.119 1.935
O 1.881 -1.785 2.682
N 3.783 -1.294 1.494
N 2.938 -3.350 1.332
H 4.449 -1.570 0.804
H 3.716 -0.312 1.787
H 2.338 -4.078 1.675
H 3.501 -3.418 0.512
O 3.104 -0.213 -1.800
H 2.576 -0.845 -2.321
H 2.591 -0.113 -0.980
O 4.096 1.414 2.284
H 4.968 1.357 2.696
H 3.527 1.795 2.967
O 1.474 0.428 0.470
H 1.854 1.214 0.878
H 1.375 -0.208 1.200



Entry 2:
The following is a DFT calculation (the ωB97M-V functional and the def2-TZVPD basis) of a cluster of 2 separate species, C6H12O in total in a non-equilibrium geometry.

gap between HOMO and LUMO	0.3519	Eh
SMILES	C=CC=C(C)C.O
energy above the lowest of the compared OMol25 structures with the same formula, charge and spin	31.43	kcal/mol
E_HOMO	-8.76	eV
spin multiplicity	1

Geometry (Å):
C 1.515 -0.672 -0.584
C 0.304 0.202 -0.736
C -0.858 -0.049 -0.136
C -1.233 -1.347 0.446
C -2.483 -1.696 0.709
C 0.561 1.506 -1.429
H 1.269 -1.730 -0.537
H 2.212 -0.550 -1.424
H 2.124 -0.406 0.286
H -1.681 0.642 -0.275
H -0.432 -1.918 0.902
H -3.338 -1.110 0.404
H -2.700 -2.630 1.209
H 1.366 2.046 -0.905
H 0.932 1.313 -2.431
H -0.294 2.167 -1.376
H 0.541 0.761 1.693
H 1.324 2.080 1.841
O 0.872 1.392 2.343



Entry 3:
The following is a DFT calculation (the ωB97M-V functional and the def2-TZVPD basis) of a cluster of 3 separate species, H5O2S in total in a non-equilibrium geometry.

gap between HOMO and LUMO	0.2803	Eh
energy above the lowest of the compared OMol25 structures with the same formula, charge and spin	9.21	kcal/mol
E_HOMO	-3.25	eV
total charge	-1
spin multiplicity	1

Geometry (Å):
S -0.356 -0.261 -0.720
H -0.983 -0.622 -1.854
H 2.009 0.690 0.193
H 2.579 1.239 -0.961
O 2.891 0.704 -0.205
H -1.806 -1.292 1.048
H -2.081 0.144 0.943
O -2.253 -0.602 1.554



Entry 4:
The following is a DFT calculation (the ωB97M-V functional and the def2-TZVPD basis) of a cluster of 2 separate species, C6H16N2O in total in a non-equilibrium geometry.

gap between HOMO and LUMO	0.3517	Eh
SMILES	CC(C)(C)N.C=CON
energy above the lowest of the compared OMol25 structures with the same formula, charge and spin	120.05	kcal/mol
E_HOMO	-8.56	eV
spin multiplicity	1

Geometry (Å):
C 0.132 -1.389 0.948
C -0.601 -2.046 -0.201
C 1.573 -1.108 0.659
C -0.727 0.260 1.264
N -0.034 -2.129 2.138
H -1.005 -2.278 2.390
H 0.469 -1.740 2.925
H -0.519 -1.443 -1.098
H -0.166 -3.018 -0.421
H -1.649 -2.201 0.043
H 1.634 -0.388 -0.175
H 2.088 -0.689 1.523
H 2.094 -2.011 0.338
H -1.715 -0.157 1.451
H -0.215 0.499 2.196
H -0.926 1.260 0.903
N -0.879 3.431 -1.888
C -0.246 1.278 -1.344
C 0.983 0.917 -1.754
O -0.440 2.553 -0.822
H -1.606 4.007 -1.454
H -0.081 4.042 -2.058
H -1.148 0.806 -1.728
H 1.131 0.070 -2.404
H 1.851 1.475 -1.430



Entry 5:
The following is a DFT calculation (the ωB97M-V functional and the def2-TZVPD basis) of a cluster of 2 separate species, C27H40F9N3O4 in total in a non-equilibrium geometry.

gap between HOMO and LUMO	0.0692	Eh
E_HOMO	-5.38	eV
spin multiplicity	1

Geometry (Å):
C -0.383 0.854 -3.638
C 0.867 1.651 -4.340
C 1.349 2.833 -3.262
N 2.340 2.336 -2.233
N 1.749 1.558 -1.247
C 0.797 2.176 -0.203
C 0.106 1.285 1.026
C -0.909 2.066 2.098
F -1.095 3.455 1.579
F -2.277 1.434 2.030
C -0.394 1.987 3.653
F -1.222 1.040 4.487
F 1.009 1.457 3.719
C -0.387 3.415 4.458
F -0.259 3.063 5.922
F -1.695 4.165 4.368
C 0.898 4.388 4.125
F 1.925 4.087 5.190
F 0.500 5.804 4.312
F 1.484 4.203 2.777
C 0.441 -0.347 1.152
C -0.160 -1.307 2.366
O 0.780 -2.027 3.039
O -1.573 -1.383 2.767
C -2.327 -2.375 1.985
C -1.585 -3.824 1.796
C -3.712 -2.688 2.871
C -5.021 -1.852 2.345
C -6.028 -2.919 1.565
C 1.449 -0.932 -0.047
C 2.087 0.052 -1.238
C 3.063 -0.608 -2.378
C 4.303 -1.522 -1.757
N 5.584 -0.726 -1.634
C 5.697 -0.064 -0.254
C 6.210 -1.128 0.910
C 6.825 -1.581 -1.776
C 8.297 -0.806 -1.855
O 6.869 -2.919 -1.804
H -0.835 1.438 -2.716
H 0.022 -0.198 -3.283
H -1.197 0.691 -4.469
H 0.516 2.257 -5.305
H 1.806 0.963 -4.580
H 1.940 3.621 -3.936
H 0.443 3.430 -2.807
H 2.874 3.130 -1.798
H 0.611 3.344 -0.337
H -2.688 -2.010 0.933
H -2.387 -4.636 1.446
H -0.664 -3.801 1.073
H -1.245 -4.190 2.879
H -3.902 -3.864 2.900
H -3.486 -2.393 4.002
H -4.724 -0.932 1.683
H -5.624 -1.520 3.319
H -7.132 -2.774 1.994
H -5.970 -2.691 0.413
H -5.750 -4.041 1.752
H 1.741 -2.089 -0.076
H 2.392 -1.303 -3.072
H 3.573 0.169 -3.102
H 3.990 -1.891 -0.691
H 4.396 -2.453 -2.497
H 4.672 0.408 0.058
H 6.496 0.817 -0.246
H 5.881 -0.694 1.959
H 7.374 -1.250 0.949
H 5.656 -2.159 0.786
H 8.394 -0.134 -2.818
H 8.472 -0.139 -0.884
H 9.149 -1.630 -1.819
C -7.640 0.492 -2.196
C -6.238 0.291 -1.597
C -5.265 -0.126 -2.713
O -6.306 -0.700 -0.726
H -8.030 -0.419 -2.669
H -8.361 0.808 -1.431
H -7.617 1.274 -2.964
H -5.907 1.286 -1.268
H -5.567 -1.060 -3.206
H -4.247 -0.263 -2.328
H -5.219 0.649 -3.487



Entry 6:
The following is a DFT calculation (the ωB97M-V functional and the def2-TZVPD basis) of a cluster of 2 separate species, C3H11NO2 in total in a non-equilibrium geometry.

gap between HOMO and LUMO	0.3922	Eh
SMILES	CCO.NCO
energy above the lowest of the compared OMol25 structures with the same formula, charge and spin	25.40	kcal/mol
E_HOMO	-9.82	eV
spin multiplicity	1

Geometry (Å):
C -3.646 0.328 -1.350
O -4.046 0.842 -2.590
C -3.148 1.432 -0.398
H -4.491 -0.177 -0.886
H -2.849 -0.421 -1.477
H -3.439 1.461 -2.958
H -3.363 2.366 -0.924
H -3.567 1.465 0.605
H -2.102 1.333 -0.071
N 3.683 -0.668 2.202
C 3.359 -1.408 1.024
O 4.315 -1.167 -0.037
H 4.524 -1.026 2.650
H 3.817 0.314 2.020
H 3.253 -2.441 1.376
H 2.472 -1.085 0.497
H 5.227 -1.148 0.318



Entry 7:
The following is a DFT calculation (the ωB97M-V functional and the def2-TZVPD basis) of a cluster of 2 separate species, C5H12NO2 in total in a non-equilibrium geometry.

gap between HOMO and LUMO	0.4101	Eh
energy above the lowest of the compared OMol25 structures with the same formula, charge and spin	27.32	kcal/mol
E_HOMO	-14.22	eV
total charge	+1
spin multiplicity	1

Geometry (Å):
O 0.196 -0.198 -2.714
C -0.271 0.726 -2.126
C -0.395 0.578 -0.557
N 0.293 -0.631 -0.089
C 0.798 -0.295 1.297
C 1.148 1.242 1.332
C 0.292 1.717 0.167
H -0.628 1.707 -2.487
H -1.514 0.573 -0.409
H -0.477 -1.364 -0.059
H 0.985 -1.027 -0.738
H -0.016 -0.515 1.980
H 1.405 -1.105 1.642
H 2.229 1.235 1.154
H 0.878 1.686 2.257
H 0.754 2.501 -0.342
H -0.544 2.325 0.581
H -2.140 -3.007 0.387
H -1.558 -3.335 -1.036
O -1.436 -2.813 -0.242



Entry 8:
The following is a DFT calculation (the ωB97M-V functional and the def2-TZVPD basis) of a structure of composition C3H11N2Sn in a non-equilibrium geometry.

gap between HOMO and LUMO (alpha / beta)	0.0987 / 0.0949	Eh
E_HOMO (alpha / beta)	0.45 / 0.75	eV
total charge	-1
spin multiplicity	1

Geometry (Å):
C -1.074 0.892 -3.186
Sn -0.138 0.881 -1.207
N 0.798 -1.302 -1.464
H -1.388 1.321 -0.089
H 1.393 1.094 -0.390
H -1.395 1.918 -3.470
H -1.950 0.193 -3.312
H -0.307 0.662 -3.959
H 0.438 -2.060 -0.861
H 1.776 -1.089 -1.188
H 0.816 -1.632 -2.441
C 0.134 -0.130 4.086
C 0.248 -0.145 2.642
N 0.332 -0.216 1.480
H -0.789 0.386 4.386
H 0.996 0.392 4.522
H 0.109 -1.165 4.450